ORCA calculation (ωB97M-V/def2-TZVPD) on 9 unconnected molecules or ions with the total composition C26H54N7O21P at a distorted geometry.

Positions of all 109 atoms, in Å:
1 C 5.30 1.14 -4.35
2 N 4.83 1.12 -2.98
3 O 3.65 1.35 -2.71
4 O 5.73 0.97 -2.13
5 H 4.44 0.84 -4.94
6 H 6.19 0.56 -4.59
7 H 5.30 2.22 -4.45
8 C 3.23 -0.12 0.90
9 N 3.56 0.27 2.32
10 O 3.79 1.46 2.63
11 O 3.76 -0.65 3.15
12 H 3.28 0.70 0.18
13 H 2.22 -0.54 0.94
14 H 3.82 -0.98 0.57
15 C 0.36 0.51 -1.22
16 N -0.03 1.84 -0.92
17 O -1.14 2.25 -1.40
18 O 0.57 2.37 0.01
19 H -0.27 0.07 -1.98
20 H 0.38 -0.07 -0.29
21 H 1.42 0.40 -1.47
22 C -3.37 0.72 -4.04
23 N -2.99 -0.66 -3.64
24 O -2.65 -0.84 -2.51
25 O -2.79 -1.41 -4.60
26 H -2.98 1.48 -3.36
27 H -4.46 0.77 -4.11
28 H -2.95 0.98 -5.01
29 C 2.98 3.81 4.88
30 C 1.58 3.35 4.69
31 C 1.17 3.36 3.28
32 O 0.83 2.10 2.91
33 C 0.90 1.24 3.94
34 O 0.72 0.02 3.85
35 O 1.44 1.93 4.99
36 H 3.03 4.84 4.51
37 H 3.74 3.19 4.41
38 H 3.15 3.93 5.95
39 H 0.81 3.87 5.27
40 H 1.88 3.82 2.60
41 H 0.22 3.88 3.11
42 C -3.32 5.03 -2.41
43 C -1.93 5.42 -2.01
44 C -0.97 5.35 -3.21
45 O -0.18 6.42 -3.04
46 C -0.76 7.28 -2.20
47 O -0.38 8.44 -2.04
48 O -1.90 6.78 -1.71
49 H -3.37 3.98 -2.69
50 H -3.74 5.79 -3.07
51 H -4.03 5.11 -1.58
52 H -1.39 4.93 -1.20
53 H -1.47 5.39 -4.17
54 H -0.31 4.48 -3.16
55 C -4.63 -0.21 1.37
56 C -3.40 0.52 0.67
57 C -3.87 1.74 -0.12
58 O -3.37 2.86 0.61
59 C -2.79 2.45 1.79
60 O -2.41 3.18 2.65
61 O -2.83 1.06 1.78
62 H -5.20 -0.88 0.71
63 H -5.31 0.57 1.70
64 H -4.32 -0.98 2.07
65 H -2.78 -0.17 0.10
66 H -4.95 1.86 -0.24
67 H -3.32 1.56 -1.04
68 C 4.13 -3.92 -6.43
69 C 3.92 -2.49 -6.03
70 C 2.94 -1.69 -6.78
71 O 2.37 -0.84 -5.88
72 C 2.43 -1.49 -4.70
73 O 1.79 -1.26 -3.69
74 O 3.28 -2.58 -4.79
75 H 5.08 -4.30 -6.80
76 H 3.33 -4.28 -7.08
77 H 3.97 -4.57 -5.57
78 H 4.80 -1.88 -5.81
79 H 2.15 -2.34 -7.16
80 H 3.34 -1.26 -7.69
81 O -3.38 -3.85 2.14
82 P -2.04 -3.86 2.84
83 N -0.62 -3.28 1.94
84 C 0.67 -2.86 2.58
85 C -0.64 -3.51 0.46
86 N -1.46 -5.39 3.40
87 C -1.93 -6.16 4.53
88 C -0.35 -6.08 2.70
89 N -1.95 -2.76 4.20
90 C -2.58 -1.46 4.19
91 C -0.94 -2.95 5.38
92 H 0.58 -1.93 3.14
93 H 1.37 -2.78 1.75
94 H 0.89 -3.70 3.25
95 H -0.50 -2.51 0.03
96 H -1.58 -3.84 0.02
97 H 0.16 -4.14 0.08
98 H -2.88 -6.66 4.35
99 H -1.17 -6.83 4.91
100 H -2.44 -5.61 5.32
101 H 0.56 -5.48 2.74
102 H -0.09 -7.06 3.10
103 H -0.62 -6.17 1.64
104 H -3.64 -1.66 4.02
105 H -2.69 -1.02 5.18
106 H -2.08 -0.78 3.50
107 H -1.31 -3.64 6.14
108 H -0.66 -1.97 5.78
109 H 0.07 -3.27 5.15

Properties
⟨S²⟩   0.76
Charge   +1
Frontier orbital gap (alpha / beta)   9.11 / 5.03 eV
Spin multiplicity   2
E_HOMO (alpha / beta)   -0.435 / -0.435 Ha
Electronic energy   -90533.6423 eV
Relative energy (zero: lowest compared OMol25 entry of this formula, charge and spin)   0.00 kcal/mol
Lowest unoccupied orbital energy (alpha / beta)   -2.7 / -6.8 eV
Molecular weight   831.7 g/mol

ORCA calculation (ωB97M-V/def2-TZVPD) on a molecular structure, C48H40BrN5O2P2PrS2 at a distorted geometry.

Positions of all 101 atoms, in Å:
1 Pr -0.59 0.48 0.02
2 O 4.18 1.18 0.70
3 C 4.42 1.46 -0.59
4 C 5.75 1.49 -1.02
5 C 6.04 1.77 -2.34
6 C 5.03 2.04 -3.25
7 C 3.72 2.06 -2.83
8 C 3.40 1.76 -1.51
9 C 1.99 1.75 -1.07
10 O 1.61 0.88 -0.21
11 N 1.20 2.68 -1.58
12 N -0.10 2.52 -1.27
13 C -0.93 3.47 -1.56
14 C -2.35 3.20 -1.43
15 C -3.31 4.10 -1.91
16 C -4.64 3.74 -1.89
17 C -4.99 2.51 -1.35
18 C -3.99 1.69 -0.87
19 N -2.70 2.01 -0.91
20 H 3.22 1.09 0.85
21 H 6.52 1.29 -0.30
22 H 7.07 1.78 -2.66
23 H 5.28 2.24 -4.28
24 H 2.91 2.29 -3.51
25 H -0.60 4.42 -1.96
26 H -3.01 5.05 -2.33
27 H -5.40 4.40 -2.29
28 H -6.02 2.20 -1.30
29 H -4.23 0.72 -0.44
30 N -0.37 -1.80 1.54
31 C 0.00 -3.13 1.22
32 C -0.18 -4.18 2.11
33 C 0.25 -5.46 1.78
34 C 0.87 -5.68 0.56
35 C 1.04 -4.65 -0.34
36 C 0.59 -3.37 -0.03
37 P 0.82 -1.93 -1.15
38 C 2.64 -2.03 -1.26
39 C 3.34 -1.74 -0.08
40 C 4.72 -1.82 -0.06
41 C 5.42 -2.16 -1.21
42 C 4.73 -2.43 -2.38
43 C 3.34 -2.38 -2.40
44 C 0.27 -2.62 -2.75
45 C 0.67 -1.95 -3.91
46 C 0.27 -2.40 -5.15
47 C -0.58 -3.49 -5.25
48 C -1.04 -4.11 -4.10
49 C -0.62 -3.68 -2.85
50 H -1.01 -1.79 2.35
51 H 0.47 -1.28 1.86
52 H -0.62 -3.99 3.08
53 H 0.14 -6.26 2.49
54 H 1.23 -6.67 0.32
55 H 1.54 -4.83 -1.28
56 H 2.80 -1.45 0.81
57 H 5.26 -1.61 0.84
58 H 6.50 -2.22 -1.20
59 H 5.26 -2.69 -3.28
60 H 2.82 -2.63 -3.31
61 H 1.30 -1.07 -3.82
62 H 0.61 -1.90 -6.04
63 H -0.87 -3.85 -6.22
64 H -1.72 -4.94 -4.17
65 H -0.98 -4.17 -1.96
66 S -2.54 0.63 2.00
67 P -1.08 1.50 3.08
68 S 0.77 0.86 2.70
69 C -1.04 3.33 2.91
70 C -1.86 4.10 3.73
71 C -1.76 5.48 3.70
72 C -0.84 6.09 2.86
73 C -0.03 5.32 2.04
74 C -0.13 3.94 2.05
75 C -1.49 1.27 4.84
76 C -0.50 1.59 5.76
77 C -0.79 1.57 7.11
78 C -2.07 1.24 7.54
79 C -3.04 0.88 6.62
80 C -2.75 0.89 5.27
81 H -2.56 3.61 4.39
82 H -2.38 6.07 4.35
83 H -0.74 7.16 2.87
84 H 0.69 5.80 1.39
85 H 0.54 3.34 1.44
86 H 0.49 1.86 5.42
87 H -0.03 1.83 7.83
88 H -2.31 1.26 8.59
89 H -4.03 0.60 6.96
90 H -3.51 0.63 4.54
91 Br -1.61 0.27 -3.28
92 C -2.54 -1.17 -2.43
93 C -3.37 -1.98 -3.18
94 C -3.97 -3.05 -2.53
95 C -3.72 -3.23 -1.17
96 C -2.90 -2.33 -0.52
97 N -2.30 -1.31 -1.14
98 H -3.54 -1.79 -4.22
99 H -4.61 -3.73 -3.06
100 H -4.15 -4.06 -0.63
101 H -2.71 -2.42 0.55

Properties
⟨S²⟩   2.00
Charge   +1
Frontier orbital gap (alpha / beta)   7.06 / 7.07 eV
Spin multiplicity   3
E_HOMO (alpha / beta)   -0.374 / -0.374 Ha
Electronic energy   -186331.3663 eV
Relative energy (zero: lowest compared OMol25 entry of this formula, charge and spin)   19.50 kcal/mol
Lowest unoccupied orbital energy (alpha / beta)   -3.1 / -3.1 eV
Molecular weight   1065.8 g/mol

ORCA calculation (ωB97M-V/def2-TZVPD) on a molecular structure, C30H27BrF4N7NaOS at a distorted geometry.

Positions of all 72 atoms, in Å:
1 Na -0.46 0.63 -0.16
2 C 3.44 -1.22 -0.65
3 N 2.39 -0.27 -0.96
4 C 2.87 1.09 -0.77
5 C 1.86 -0.44 -2.31
6 C 1.07 -1.71 -2.53
7 N -0.17 -1.67 -1.78
8 C -0.90 -2.75 -1.63
9 C -2.09 -2.65 -0.83
10 F -2.39 -1.44 -0.32
11 C -2.91 -3.70 -0.53
12 F -3.98 -3.49 0.26
13 C -2.68 -4.99 -1.00
14 C -1.58 -5.13 -1.81
15 F -1.30 -6.35 -2.34
16 C -0.73 -4.09 -2.14
17 F 0.27 -4.38 -3.02
18 H 4.32 -1.09 -1.31
19 H 3.08 -2.24 -0.77
20 H 3.76 -1.09 0.38
21 H 3.70 1.33 -1.46
22 H 3.22 1.22 0.25
23 H 2.05 1.80 -0.95
24 H 2.68 -0.40 -3.05
25 H 1.20 0.42 -2.50
26 H 1.69 -2.59 -2.33
27 H 0.87 -1.73 -3.62
28 H -3.32 -5.83 -0.74
29 N -4.26 1.78 3.03
30 C -3.17 1.59 2.15
31 S -1.99 0.43 2.69
32 N -3.26 2.34 1.10
33 N -2.22 2.31 0.17
34 C -2.51 3.03 -0.85
35 C -1.70 3.30 -2.03
36 C -2.29 4.08 -3.03
37 C -1.65 4.42 -4.21
38 C -0.33 3.96 -4.40
39 C 0.29 3.20 -3.43
40 C -0.36 2.82 -2.21
41 O 0.25 2.12 -1.34
42 H -4.40 0.97 3.61
43 H -5.09 2.09 2.55
44 H -3.49 3.51 -0.83
45 H -3.31 4.42 -2.87
46 H -2.14 5.02 -4.96
47 H 0.20 4.21 -5.31
48 H 1.30 2.84 -3.57
49 Br 0.89 -6.55 2.01
50 C 1.01 -4.65 2.09
51 C 0.26 -3.88 1.21
52 C 0.37 -2.50 1.26
53 C 1.21 -1.89 2.19
54 C 1.95 -2.68 3.06
55 C 1.85 -4.07 3.01
56 N 1.34 -0.50 2.15
57 C 1.12 0.23 3.14
58 C 1.08 1.71 2.99
59 C 1.00 2.54 4.10
60 C 0.85 3.90 3.90
61 C 0.78 4.38 2.60
62 C 0.89 3.48 1.55
63 N 1.06 2.17 1.75
64 H -0.39 -4.35 0.48
65 H -0.18 -1.88 0.55
66 H 2.62 -2.20 3.77
67 H 2.44 -4.68 3.68
68 H 0.82 -0.17 4.12
69 H 1.00 2.11 5.10
70 H 0.76 4.58 4.74
71 H 0.61 5.43 2.40
72 H 0.84 3.79 0.51

Properties
Charge   -2
Frontier orbital gap   5.33 eV
E_HOMO   -0.053 Ha
Electronic energy   -140191.9054 eV
Lowest unoccupied orbital energy   3.9 eV
Molecular weight   712.5 g/mol

ORCA calculation (ωB97M-V/def2-TZVPD) on a molecular structure, C24H21ClN4O5PdS at a distorted geometry.

Positions of all 57 atoms, in Å:
1 Pd -1.26 0.07 -0.38
2 O 2.91 0.09 -1.80
3 C 3.60 0.48 -0.71
4 C 4.99 0.33 -0.68
5 C 5.71 0.75 0.42
6 C 5.07 1.35 1.50
7 C 3.70 1.48 1.49
8 C 2.95 1.03 0.41
9 C 1.44 1.13 0.39
10 O 0.89 1.35 -0.81
11 N -0.04 1.18 1.88
12 N -1.26 1.50 1.39
13 C -1.61 2.74 1.31
14 C -2.78 3.16 0.59
15 C -3.54 4.23 1.07
16 C -4.69 4.63 0.43
17 C -5.08 4.01 -0.77
18 C -4.33 3.02 -1.32
19 C -3.14 2.54 -0.68
20 O -2.40 1.71 -1.28
21 H 2.00 0.47 -1.66
22 H 5.47 -0.11 -1.54
23 H 6.79 0.64 0.42
24 H 5.65 1.71 2.34
25 H 3.18 1.95 2.32
26 H -0.99 3.50 1.78
27 H -3.23 4.70 2.00
28 H -5.29 5.43 0.85
29 H -5.99 4.33 -1.27
30 H -4.61 2.54 -2.25
31 C 1.96 -1.22 2.55
32 O 0.83 -1.11 1.67
33 C 0.53 0.06 1.08
34 O 0.97 2.09 1.45
35 H 1.81 -2.15 3.09
36 H 1.98 -0.38 3.25
37 H 2.88 -1.26 1.99
38 Cl -4.60 -0.07 0.42
39 C -3.14 -1.02 0.46
40 H -3.27 -1.92 -0.14
41 H -2.89 -1.23 1.50
42 N 0.30 -0.33 -3.22
43 C 0.20 -1.53 -2.61
44 N -0.42 -1.73 -1.47
45 C -0.38 -3.05 -1.08
46 C -0.88 -3.56 0.11
47 C -0.76 -4.92 0.36
48 C -0.14 -5.76 -0.56
49 C 0.38 -5.27 -1.74
50 C 0.26 -3.91 -1.99
51 S 0.84 -2.98 -3.35
52 H 0.09 0.47 -2.64
53 H 1.01 -0.21 -3.92
54 H -1.33 -2.89 0.83
55 H -1.14 -5.32 1.29
56 H -0.06 -6.82 -0.34
57 H 0.87 -5.91 -2.46

Properties
⟨S²⟩   6.06
Charge   0
Frontier orbital gap (alpha / beta)   7.19 / 5.01 eV
Spin multiplicity   5
E_HOMO (alpha / beta)   -0.266 / -0.292 Ha
Electronic energy   -68256.3706 eV
Relative energy (zero: lowest compared OMol25 entry of this formula, charge and spin)   109.42 kcal/mol
Lowest unoccupied orbital energy (alpha / beta)   0.0 / -2.9 eV
Molecular weight   619.4 g/mol

ORCA calculation (ωB97M-V/def2-TZVPD) on a molecular structure, C22H23N6O3PtS4Se.

Positions of all 60 atoms, in Å:
1 Pt 0.60 0.94 -0.38
2 S 3.40 -0.97 -1.70
3 C 1.96 -0.49 -2.55
4 N 1.13 0.49 -2.30
5 C 0.32 0.76 -3.40
6 C -0.65 1.77 -3.47
7 C -1.34 1.91 -4.65
8 C -1.09 1.08 -5.75
9 C -0.13 0.09 -5.70
10 C 0.57 -0.06 -4.50
11 S 1.80 -1.20 -4.11
12 H -0.81 2.42 -2.62
13 H -2.08 2.69 -4.73
14 H -1.65 1.22 -6.66
15 H 0.07 -0.55 -6.54
16 N -6.05 3.63 1.01
17 C -4.70 3.49 1.04
18 C -4.03 2.82 0.00
19 C -2.66 2.68 0.03
20 C -1.94 3.22 1.09
21 C -2.58 3.87 2.13
22 C -3.95 4.01 2.11
23 S -0.22 3.00 1.19
24 O 0.35 2.99 -0.23
25 O 0.32 3.95 2.10
26 N 0.13 1.45 1.48
27 C -0.04 0.79 2.68
28 N -0.71 1.45 3.62
29 C -0.87 0.82 4.78
30 C -0.38 -0.45 5.00
31 C 0.30 -1.04 3.94
32 N 0.48 -0.43 2.77
33 H -6.60 3.24 0.26
34 H -6.54 4.09 1.75
35 H -4.60 2.41 -0.83
36 H -2.16 2.16 -0.77
37 H -2.00 4.27 2.95
38 H -4.46 4.52 2.91
39 H -1.41 1.36 5.55
40 H -0.51 -0.96 5.94
41 H 0.71 -2.03 4.04
42 C 4.98 -4.30 1.29
43 C 4.64 -3.12 0.40
44 S 3.08 -2.37 0.88
45 O 2.99 -1.11 -0.09
46 C 1.89 -3.64 0.47
47 C 1.99 -4.30 -0.89
48 H 5.97 -4.67 1.01
49 H 4.28 -5.12 1.17
50 H 5.02 -4.02 2.34
51 H 4.58 -3.39 -0.65
52 H 5.37 -2.31 0.52
53 H 0.93 -3.18 0.67
54 H 2.09 -4.34 1.30
55 H 1.98 -3.57 -1.70
56 H 1.12 -4.94 -1.03
57 H 2.89 -4.92 -0.98
58 Se -1.49 -3.24 -1.18
59 C -0.50 -1.86 -0.69
60 N 0.22 -1.01 -0.34

Properties
Charge   +1
Frontier orbital gap   6.24 eV
E_HOMO   -0.377 Ha
Electronic energy   -150196.9005 eV
Relative energy (zero: lowest compared OMol25 entry of this formula, charge and spin)   28.88 kcal/mol
Lowest unoccupied orbital energy   -4.0 eV
Molecular weight   821.8 g/mol

ORCA calculation (ωB97M-V/def2-TZVPD) on 12 unconnected molecules or ions with the total composition C4H33NO12 at a distorted geometry.

Positions of all 50 atoms, in Å:
1 C 1.33 0.85 0.03
2 N 0.13 1.53 -0.39
3 C -0.31 1.57 -1.76
4 O -1.65 1.14 -1.79
5 C 1.59 1.26 1.47
6 C 1.42 0.19 2.59
7 H 2.13 1.02 -0.65
8 H 1.29 -0.29 0.04
9 H -0.29 2.21 0.19
10 H -0.43 2.64 -2.10
11 H 0.28 1.02 -2.50
12 H -1.72 0.42 -1.11
13 H 2.62 1.66 1.59
14 H 0.98 2.09 1.90
15 H 0.83 0.57 3.40
16 H 2.36 -0.28 2.80
17 H 0.81 -0.67 2.25
18 H 1.14 -1.51 -2.65
19 H 0.10 -1.56 -3.90
20 O 0.47 -2.00 -3.13
21 H -2.13 -0.17 3.87
22 H -1.25 -1.07 4.58
23 O -2.07 -1.13 4.08
24 H -2.04 -1.17 -3.64
25 H -1.82 0.28 -4.17
26 O -1.60 -0.65 -4.32
27 H 2.97 -2.02 -0.20
28 H 3.81 -3.20 -0.26
29 O 3.92 -2.24 -0.17
30 H -3.44 -0.83 0.55
31 H -4.73 0.21 0.42
32 O -3.77 0.08 0.39
33 H 3.47 1.82 -1.95
34 H 4.14 1.83 -0.71
35 O 4.25 1.38 -1.56
36 H 3.73 -0.33 -1.86
37 H 3.51 -1.76 -2.19
38 O 2.99 -0.95 -2.01
39 H -3.11 -3.30 -0.07
40 H -3.01 -2.14 -0.88
41 O -3.56 -2.44 -0.14
42 H -1.95 3.72 2.11
43 H -1.55 2.96 3.14
44 O -1.09 3.61 2.54
45 H -2.73 0.86 1.66
46 H -3.49 1.50 2.68
47 O -2.55 1.40 2.46
48 H 0.14 -3.35 0.31
49 H 0.21 -2.11 -0.78
50 O -0.33 -2.64 -0.16

Properties
Charge   0
Frontier orbital gap   8.75 eV
E_HOMO   -0.316 Ha
Electronic energy   -30741.9833 eV
Relative energy (zero: lowest compared OMol25 entry of this formula, charge and spin)   98.81 kcal/mol
Lowest unoccupied orbital energy   0.2 eV
Molecular weight   287.3 g/mol

ORCA calculation (ωB97M-V/def2-TZVPD) on C9H16N2O in the gas phase.

Positions of all 28 atoms, in Å:
1 C 2.36 -1.09 -0.07
2 C 1.75 0.99 -0.02
3 C 0.85 -1.14 -0.02
4 C 0.32 -1.96 -1.21
5 C 0.46 -1.78 1.32
6 C -0.72 2.08 -1.12
7 C -1.91 0.07 -0.30
8 C -0.86 1.63 1.36
9 C -0.72 0.99 -0.03
10 N 2.84 0.07 -0.07
11 N 0.57 0.29 -0.08
12 O 1.90 2.18 0.06
13 H 2.97 -1.98 -0.09
14 H -0.72 -2.23 -1.08
15 H 0.90 -2.88 -1.29
16 H 0.44 -1.40 -2.13
17 H -0.62 -1.87 1.42
18 H 0.85 -1.19 2.14
19 H 0.89 -2.78 1.38
20 H 0.05 2.82 -0.92
21 H -0.55 1.64 -2.09
22 H -1.69 2.58 -1.13
23 H -1.98 -0.74 0.42
24 H -1.87 -0.34 -1.30
25 H -2.82 0.66 -0.21
26 H -0.90 0.87 2.13
27 H -0.02 2.29 1.55
28 H -1.78 2.21 1.40

Properties
Charge   0
Frontier orbital gap   9.99 eV
E_HOMO   -0.345 Ha
Electronic energy   -14620.7834 eV
Relative energy (zero: lowest compared OMol25 entry of this formula, charge and spin)   0.00 kcal/mol
Lowest unoccupied orbital energy   0.6 eV
Molecular weight   168.2 g/mol